One molecule with the formula C25H28N2O7 at a distorted geometry. Source: the Open Molecules 2025 dataset; level of theory: ωB97M-V with the def2-TZVPD basis set.

Geometry as XYZ:
```
62
Properties=species:S:1:pos:R:3:forces:R:3:mulliken_charge:R:1
C 3.043 2.133 -0.793 -0.2 -0.3 0.2 -1.233
C 2.376 1.560 0.454 0.3 0.4 0.0 -0.396
O 1.894 0.248 0.263 -0.3 -0.4 -0.2 -0.188
C 0.716 0.046 -0.424 0.0 -0.4 0.0 0.436
C -0.123 1.034 -0.912 0.1 0.0 0.0 0.288
C -1.323 0.730 -1.554 0.0 -0.4 0.0 -1.102
C -1.683 -0.627 -1.713 0.2 0.2 0.0 0.652
C -0.828 -1.615 -1.255 -0.1 0.0 -0.1 -0.019
C 0.356 -1.293 -0.611 -0.1 0.3 0.0 -1.052
N 1.226 -2.267 -0.096 0.4 0.4 -0.1 -0.179
C 0.901 -3.482 0.388 0.5 -0.1 0.1 0.444
O -0.153 -4.059 0.222 -0.2 -0.1 0.1 -0.665
C 2.027 -4.147 1.201 -0.3 -0.3 0.0 -0.543
O 3.108 -3.311 1.551 0.1 0.1 -0.1 -0.505
C 2.901 -2.254 2.378 0.1 0.4 0.5 0.220
C 1.678 -1.898 2.923 -0.1 -0.1 0.0 0.010
C 1.585 -0.747 3.700 1.0 0.0 -0.2 0.192
C 2.716 0.044 3.959 -0.3 -0.4 -0.2 1.113
C 3.947 -0.353 3.421 -0.3 0.0 0.0 -0.688
C 4.041 -1.476 2.644 0.0 -0.2 -0.2 -0.923
H 4.979 -1.785 2.212 0.1 0.0 0.0 0.472
H 4.822 0.247 3.621 0.1 0.1 0.0 0.393
C 2.532 1.219 4.752 -0.5 0.2 0.2 -0.744
C 1.308 1.536 5.214 0.5 0.1 -0.1 -0.382
C 0.148 0.706 4.929 -0.6 0.3 0.3 0.186
O -0.976 0.931 5.299 0.4 -0.1 -0.2 -0.610
O 0.367 -0.421 4.177 -0.2 -0.2 -0.1 -0.424
H 1.119 2.412 5.814 0.0 0.0 0.0 0.433
H 3.392 1.838 4.967 0.0 0.1 0.1 0.414
H 0.776 -2.462 2.748 -0.1 -0.1 0.0 0.542
H 2.468 -4.943 0.594 -0.1 0.1 0.1 0.350
H 1.571 -4.608 2.086 0.0 0.1 -0.1 0.352
H 2.132 -1.886 0.145 -0.1 -0.2 0.0 0.287
H -1.076 -2.659 -1.339 -0.1 -0.1 0.0 0.717
O -2.895 -0.872 -2.296 0.2 0.3 0.1 -0.550
C -3.337 -2.205 -2.463 -0.1 -0.4 -0.2 -0.608
C -2.709 -2.889 -3.675 -0.1 0.3 0.3 -1.067
H -1.630 -2.961 -3.564 0.1 -0.1 0.0 0.310
H -3.119 -3.889 -3.782 0.0 -0.1 0.0 0.390
H -2.926 -2.321 -4.577 0.0 0.0 -0.1 0.324
H -4.417 -2.111 -2.613 0.1 -0.1 0.1 0.411
H -3.164 -2.789 -1.553 -0.1 0.1 0.0 0.399
N -2.202 1.728 -1.968 -0.3 0.2 0.1 0.303
C -2.071 3.063 -1.427 -0.3 0.1 0.0 -0.718
C -3.416 3.780 -1.589 0.3 0.0 0.3 -0.862
H -3.343 4.815 -1.251 0.0 -0.1 0.0 0.376
O -3.821 3.831 -2.936 0.0 0.1 -0.1 -0.392
C -3.936 2.528 -3.462 0.2 -0.3 -0.2 -0.672
C -2.612 1.771 -3.359 -0.3 0.1 -0.2 -0.312
H -2.738 0.758 -3.734 0.0 0.1 0.0 0.241
H -1.852 2.292 -3.966 0.0 0.0 0.0 0.217
H -4.235 2.645 -4.505 0.0 -0.1 0.0 0.341
H -4.710 1.970 -2.916 0.0 0.0 -0.1 0.360
H -4.174 3.252 -0.991 0.1 0.1 0.0 0.369
H -1.830 3.005 -0.365 0.0 0.0 0.0 0.451
H -1.293 3.646 -1.951 0.0 0.0 0.1 0.374
H 0.146 2.070 -0.793 0.0 0.1 0.0 0.752
H 1.572 2.218 0.808 0.0 -0.1 0.0 0.386
H 3.112 1.459 1.257 -0.1 0.1 -0.1 0.262
H 2.336 2.195 -1.617 0.0 0.1 -0.1 0.331
H 3.426 3.127 -0.579 0.1 0.1 0.0 0.410
H 3.868 1.494 -1.097 0.1 0.0 0.0 0.327
```
Forces are in eV/Å.

Output
Highest occupied orbital energy ... -7.300 eV
HOMO-LUMO gap ... 7.3 eV
Relative energy (zero: lowest compared OMol25 entry of this formula, charge and spin) ... 27.6 kcal/mol